No. 1
{
  "formula": "C5H5NS",
  "method": "ωB97M-V/def2-TZVPD",
  "elements": ["S", "N", "C", "C", "C", "C", "C", "H", "H", "H", "H", "H"],
  "coordinates": [[-0.48003, 1.54196, -0.29599], [-0.15225, -1.10327, -0.33271], [2.09006, 0.02844, -0.10987], [3.10901, 0.13823, 0.50028], [-1.83971, 0.46905, 0.26970], [-1.27249, -0.91928, 0.19728], [0.48872, 0.05607, -0.77234], [0.69478, 0.04229, -1.83760], [4.05656, 0.19292, 0.95378], [-2.68565, 0.55808, -0.41839], [-2.15775, 0.74528, 1.27499], [-1.85124, -1.74979, 0.57087]],
  "mulliken_charge": [-0.166, -0.470, -0.721, 0.130, -0.443, -0.145, 0.073, 0.328, 0.411, 0.282, 0.338, 0.382],
  "smiles": "C#C[C@H]1N=CCS1",
  "mol_weight_da": 111.2,
  "homo_lumo_gap_ev": 9.877,
  "e_lumo_ev": 0.8,
  "total_charge": 0,
  "relative_energy_ev": 2.817,
  "spin_multiplicity": 1,
  "max_force_ev_per_a": 4.82,
  "homo_energy_ha": -0.33413
}

No. 2
{
  "formula": "C5H5NS",
  "method": "ωB97M-V/def2-TZVPD",
  "elements": ["S", "N", "C", "C", "C", "C", "C", "H", "H", "H", "H", "H"],
  "coordinates": [[-1.59734, -0.46113, 1.94279], [0.76756, 3.21641, -0.74571], [-0.00181, 0.78781, 0.06791], [-0.89913, 0.76817, 1.21452], [0.46305, 2.13492, -0.39443], [0.49448, -0.27912, -0.66957], [0.20122, -1.69881, -0.37120], [-0.88083, -1.82844, -0.46776], [1.12486, -0.06716, -1.53772], [0.74556, -2.27985, -1.13319], [-1.13693, 1.81086, 1.56647], [0.71932, -2.10365, 0.52789]],
  "mulliken_charge": [-0.253, -0.422, 0.535, -0.258, -0.129, 0.102, -1.290, 0.371, 0.378, 0.364, 0.281, 0.320],
  "smiles": "C/C=C(/C#N)C=S",
  "mol_weight_da": 111.2,
  "homo_lumo_gap_ev": 7.812,
  "e_lumo_ev": -1.3,
  "total_charge": 0,
  "relative_energy_ev": 1.474,
  "spin_multiplicity": 1,
  "max_force_ev_per_a": 3.24,
  "homo_energy_ha": -0.33576
}

No. 3
{
  "formula": "C5H5NS",
  "method": "ωB97M-V/def2-TZVPD",
  "elements": ["S", "N", "C", "C", "C", "C", "C", "H", "H", "H", "H", "H"],
  "coordinates": [[2.12379, -0.60056, 0.22581], [0.18296, 2.42361, -0.27106], [0.58953, -0.12602, -0.03988], [-0.48581, -1.05159, -0.39489], [-2.63728, 0.04573, 0.49084], [-1.83276, -0.92813, -0.31297], [0.36788, 1.29652, -0.11759], [-0.14946, -2.01002, -0.83606], [-3.19258, -0.46556, 1.27780], [-2.45730, -1.68872, -0.83452], [-3.41956, 0.54642, -0.03570], [-2.05183, 0.84241, 0.95978]],
  "mulliken_charge": [-0.175, -0.352, 0.130, -0.211, -1.122, 0.050, 0.154, 0.281, 0.318, 0.301, 0.305, 0.322],
  "smiles": "C/C=C\\C(=S)C#N",
  "mol_weight_da": 111.2,
  "homo_lumo_gap_ev": 7.773,
  "e_lumo_ev": -1.7,
  "total_charge": 0,
  "relative_energy_ev": 1.380,
  "spin_multiplicity": 1,
  "max_force_ev_per_a": 1.46,
  "homo_energy_ha": -0.34746
}

No. 4
{
  "formula": "C5H5O4",
  "method": "ωB97M-V/def2-TZVPD",
  "elements": ["O", "O", "O", "O", "C", "C", "C", "C", "C", "H", "H", "H", "H", "H"],
  "coordinates": [[-0.94817, 0.34579, 0.63681], [2.09595, -1.63067, 0.44624], [0.36749, 0.37460, -1.32005], [1.18315, -0.42902, 2.05750], [-0.10861, -0.68348, -2.04275], [1.26202, -0.90000, 0.94586], [-0.62192, 1.64704, 1.05825], [0.04125, -0.32906, -0.00529], [-0.62369, -1.43339, -1.05716], [-0.01884, -0.80253, -3.22349], [-1.28222, 2.50136, 0.74114], [0.29198, 1.99378, 0.64654], [-0.50879, 1.64937, 2.12566], [-1.12959, -2.30381, -1.00926]],
  "mulliken_spin": [-0.012, 0.012, 0.254, 0.012, 0.970, 0.010, -0.015, 0.051, 0.713, -0.010, 0.001, 0.007, -0.002, 0.010],
  "mol_weight_da": 129.1,
  "homo_lumo_gap_ev": [4.826, 7.019],
  "e_lumo_ev": [3.9, 2.6],
  "s2": 2.008,
  "total_charge": -1,
  "spin_multiplicity": 3,
  "max_force_ev_per_a": 9.78,
  "homo_energy_ha": [-0.03299, -0.16221]
}

No. 5
{
  "formula": "C5H5OS2",
  "method": "ωB97M-V/def2-TZVPD",
  "elements": ["S", "S", "O", "C", "C", "C", "C", "C", "H", "H", "H", "H", "H"],
  "coordinates": [[-2.92969, 0.47507, 0.35583], [-0.76875, 1.15429, 2.33801], [0.59438, -0.22276, -1.37308], [0.42333, -0.14281, -0.02540], [0.93456, 0.97582, 2.02836], [-0.35944, -1.03739, -2.01394], [-1.39035, 0.77303, 0.81229], [1.33420, 0.35917, 0.86464], [-1.31605, -0.51284, -2.09679], [1.57641, 1.20828, 2.86113], [0.02447, -1.26361, -3.01199], [-0.52463, -1.96830, -1.45817], [2.40156, 0.20206, 0.71911]],
  "mulliken_charge": [-0.445, -0.131, -0.236, -0.273, -0.361, -0.578, -0.142, -0.312, 0.226, 0.346, 0.254, 0.323, 0.329],
  "mol_weight_da": 145.2,
  "homo_lumo_gap_ev": 5.513,
  "e_lumo_ev": 3.5,
  "total_charge": -1,
  "relative_energy_ev": 2.773,
  "spin_multiplicity": 1,
  "max_force_ev_per_a": 3.55,
  "homo_energy_ha": -0.07222
}

No. 6
{
  "formula": "C5H6",
  "method": "ωB97M-V/def2-TZVPD",
  "elements": ["C", "C", "C", "C", "C", "H", "H", "H", "H", "H", "H"],
  "coordinates": [[1.90335, 0.68593, -0.03935], [-1.68922, -0.14046, 0.01402], [-0.32380, -0.82801, -0.01585], [-1.44226, 1.17149, 0.03186], [0.51888, 0.54397, 0.01198], [-2.66633, -0.55687, 0.22330], [2.56919, -0.06205, -0.19036], [-0.18106, -1.63188, -0.74727], [-1.90065, 2.07374, -0.03970], [2.30789, 1.71973, 0.04072], [-0.09830, -1.47080, 0.79729]],
  "mulliken_charge": [-0.736, -0.143, -0.630, -0.528, 0.116, 0.350, 0.358, 0.301, 0.437, 0.215, 0.260],
  "mol_weight_da": 66.1,
  "homo_lumo_gap_ev": 10.499,
  "e_lumo_ev": 1.1,
  "total_charge": 0,
  "relative_energy_ev": 4.256,
  "spin_multiplicity": 1,
  "max_force_ev_per_a": 7.03,
  "homo_energy_ha": -0.34396
}

No. 7
{
  "formula": "C5H6",
  "method": "ωB97M-V/def2-TZVPD",
  "elements": ["C", "C", "C", "C", "C", "H", "H", "H", "H", "H", "H"],
  "coordinates": [[1.35668, 0.05744, -0.04813], [0.94325, 0.62323, 1.07682], [-0.74664, -0.50392, -0.54881], [0.48267, -0.83365, -0.73575], [-1.94071, -0.00041, -0.45121], [-2.30063, -0.16255, 0.50156], [-2.50263, 0.41730, -1.20277], [2.43322, 0.15364, -0.41374], [0.95101, -1.70239, -1.09923], [1.39361, 1.43439, 1.53767], [-0.06983, 0.51692, 1.38360]],
  "mulliken_charge": [0.044, -0.774, 0.122, -0.371, -0.720, 0.299, 0.295, 0.272, 0.375, 0.292, 0.167],
  "smiles": "C=C=CC=C",
  "mol_weight_da": 66.1,
  "homo_lumo_gap_ev": 9.997,
  "e_lumo_ev": 1.1,
  "total_charge": 0,
  "relative_energy_ev": 2.391,
  "spin_multiplicity": 1,
  "max_force_ev_per_a": 3.21,
  "homo_energy_ha": -0.32664
}

No. 8
{
  "formula": "C5H6BrClN2O2",
  "method": "ωB97M-V/def2-TZVPD",
  "elements": ["Br", "Cl", "O", "O", "N", "N", "C", "C", "C", "C", "C", "H", "H", "H", "H", "H", "H"],
  "coordinates": [[-0.18303, -1.89897, 1.68662], [-3.48856, 1.44597, 1.45194], [1.49096, -0.13192, -1.26964], [-0.68218, 1.38087, 2.34554], [0.19886, 0.77131, 0.41477], [-2.12018, 0.94602, 0.54047], [0.59870, -0.26293, -0.44795], [0.11572, -1.56545, -0.08874], [-0.95076, 1.03197, 1.21476], [0.97645, 2.01728, 0.10908], [0.11720, -2.53889, -1.19742], [2.08058, 1.84368, -0.00891], [0.92074, 2.22777, -1.01588], [-0.88866, -2.48021, -1.71454], [0.76310, 2.85944, 0.77523], [0.78552, -2.17404, -1.85253], [0.26552, -3.47189, -0.94280]],
  "mulliken_charge": [-0.069, 0.001, -0.618, -0.464, 0.230, -0.226, 0.686, 0.144, 0.412, -0.870, -1.270, 0.296, 0.288, 0.249, 0.336, 0.412, 0.464],
  "mol_weight_da": 241.5,
  "homo_lumo_gap_ev": [8.819, 5.068],
  "e_lumo_ev": [-1.0, -3.3],
  "total_charge": 0,
  "relative_energy_ev": 3.451,
  "spin_multiplicity": 1,
  "max_force_ev_per_a": 5.51,
  "homo_energy_ha": [-0.36119, -0.30697]
}

No. 9
{
  "formula": "C5H6BrN",
  "method": "ωB97M-V/def2-TZVPD",
  "elements": ["Br", "N", "C", "C", "C", "C", "C", "H", "H", "H", "H", "H", "H"],
  "coordinates": [[3.83351, -0.56255, 0.16248], [1.22193, 2.08149, -0.47655], [-0.81101, -0.46046, -0.51025], [-2.29515, -0.35027, -0.08965], [-1.17488, -0.92711, 0.61743], [1.66263, 1.01670, -0.06905], [2.06992, -0.04094, 0.57846], [-1.06475, -1.69664, 1.31324], [0.06345, -0.40725, -1.14678], [-2.68082, 0.66753, 0.06286], [0.59695, 2.30698, -1.25616], [1.58869, -0.59502, 1.34132], [-3.01049, -1.03246, -0.52735]],
  "mulliken_charge": [-0.145, -0.429, -0.323, -0.648, -0.337, 0.324, -0.466, 0.378, 0.520, 0.181, 0.313, 0.414, 0.218],
  "smiles": "N=C=CBr.C1=CC1",
  "mol_weight_da": 160.0,
  "homo_lumo_gap_ev": 9.175,
  "e_lumo_ev": 0.5,
  "total_charge": 0,
  "relative_energy_ev": 3.622,
  "spin_multiplicity": 1,
  "max_force_ev_per_a": 2.17,
  "homo_energy_ha": -0.31836
}

No. 10
{
  "formula": "C5H6BrNO2S",
  "method": "ωB97M-V/def2-TZVPD",
  "elements": ["Br", "S", "O", "O", "N", "C", "C", "C", "C", "C", "H", "H", "H", "H", "H", "H"],
  "coordinates": [[0.54098, 1.91007, -4.89602], [0.15835, 0.03332, -2.58359], [1.30063, -0.79440, -2.72872], [-1.06260, -0.26942, -3.32421], [0.04401, 2.16686, -0.78673], [0.48247, 1.81251, -3.08177], [-0.38406, 0.07014, 0.59372], [-0.15043, 0.98702, -0.53547], [0.28405, -1.20028, 0.21453], [0.22711, 2.64385, -2.08865], [-0.11641, 3.68143, -2.29509], [1.42544, -1.12702, 0.31679], [-1.47804, -0.19667, 0.72495], [-0.06467, -1.58988, -0.81922], [0.20696, 0.66534, 1.50599], [-0.10791, -1.91919, 1.02518]],
  "mulliken_charge": [-0.032, 0.678, -0.525, -0.560, -0.486, -0.071, -0.019, 0.475, -1.119, -0.152, 0.355, 0.298, 0.249, 0.367, 0.211, 0.330],
  "mol_weight_da": 224.1,
  "homo_lumo_gap_ev": 8.715,
  "e_lumo_ev": -0.3,
  "total_charge": 0,
  "relative_energy_ev": 2.862,
  "spin_multiplicity": 1,
  "max_force_ev_per_a": 3.65,
  "homo_energy_ha": -0.33258
}

No. 11
{
  "formula": "C5H6Cl2F2S",
  "method": "ωB97M-V/def2-TZVPD",
  "elements": ["Cl", "Cl", "S", "F", "F", "C", "C", "C", "C", "C", "H", "H", "H", "H", "H", "H"],
  "coordinates": [[-1.76471, 2.33235, -0.32761], [-0.54342, 2.28465, 2.30378], [-0.15008, -1.63666, 0.75068], [-2.65360, -1.05983, 0.15586], [-2.25954, -1.29227, 2.29129], [-1.70898, -1.00718, 1.11360], [1.51789, -0.90052, -1.27962], [-0.58945, 1.65421, 0.71621], [0.59086, 0.97897, 0.14357], [0.30285, -0.38884, -0.52657], [-0.55533, -0.30366, -1.19526], [1.01729, 1.59719, -0.65173], [1.77052, -0.22494, -2.09412], [1.31044, -1.87928, -1.70397], [1.34521, 0.83406, 0.91777], [2.37006, -0.98827, -0.61389]],
  "mulliken_charge": [-0.149, -0.162, -0.166, -0.220, -0.215, 0.465, -1.548, 0.283, -0.830, 0.224, 0.406, 0.354, 0.404, 0.413, 0.375, 0.364],
  "mol_weight_da": 207.1,
  "homo_lumo_gap_ev": [8.158, 7.921],
  "e_lumo_ev": [0.1, -0.1],
  "total_charge": 0,
  "relative_energy_ev": 0.901,
  "spin_multiplicity": 1,
  "max_force_ev_per_a": 1.06,
  "homo_energy_ha": [-0.29511, -0.29562]
}

No. 12
{
  "formula": "C5H6Cl2FN2",
  "method": "ωB97M-V/def2-TZVPD",
  "elements": ["Cl", "Cl", "F", "N", "N", "C", "C", "C", "C", "C", "H", "H", "H", "H", "H", "H"],
  "coordinates": [[-0.72997, 2.93027, -1.57363], [-1.08860, -0.50208, 2.34695], [1.51025, 0.75594, 1.45272], [0.88686, 0.89684, -1.30732], [-0.80299, 1.09735, 0.33255], [-1.20195, -1.23771, -0.26723], [-0.10544, 1.52486, -0.88602], [-0.92697, -0.15763, 0.69545], [1.45878, -0.18263, -0.69530], [1.70802, -0.27160, 0.61506], [-0.60541, -2.12601, -0.06084], [1.73785, -0.98923, -1.35688], [-1.05812, -0.91437, -1.29346], [2.23916, -1.08755, 1.07998], [-0.77690, 1.81186, 1.06406], [-2.24456, -1.54832, -0.14608]],
  "mulliken_charge": [-0.067, -0.003, -0.232, -0.269, -0.091, -1.044, 0.334, 0.532, -0.378, -0.011, 0.365, 0.397, 0.371, 0.413, 0.314, 0.371],
  "smiles": "C\\C(Cl)=[NH+]/C(Cl)=N\\C=C/F",
  "mol_weight_da": 184.0,
  "homo_lumo_gap_ev": 8.207,
  "e_lumo_ev": -5.6,
  "total_charge": 1,
  "relative_energy_ev": 0.000,
  "spin_multiplicity": 1,
  "max_force_ev_per_a": 1.41,
  "homo_energy_ha": -0.50725
}